No. 1
Below is one molecule with the formula C2H4N2O2 at a distorted geometry, with properties calculated with wB97M-V/def2-TZVPD.

Calculated values
- Kohn-Sham gap (eV) = 10.157
- LUMO level (eV) = -0.344
- energy (eV) = -9209.0864
- structure (SMILES) = C/C=N/[N+](=O)[O-]
- HOMO level (hartree) = -0.386
- energy above the lowest of the compared OMol25 structures with the same formula, charge and spin (kcal/mol) = 141.51
- spin multiplicity = 1
- maximum force (eV/Å) = 7.082

The geometry in XYZ format:
```
10
Properties=species:S:1:pos:R:3:lowdin_charge:R:1
C 0.38 -0.75 -1.35 -0.1039
C 0.27 0.23 -0.35 -0.1190
N -0.61 0.04 0.68 0.1431
N -0.77 0.71 1.86 -0.5324
O 0.18 0.80 2.55 0.0949
O -1.88 1.03 2.13 0.0966
H 0.90 -0.38 -2.26 0.0889
H -0.52 -1.21 -1.70 0.0865
H 1.11 -1.56 -1.05 0.1240
H 0.93 1.08 -0.49 0.1214
```

No. 2
Below is a 2-piece molecular cluster, C2H4N2O2S overall at a distorted geometry, with properties calculated with wB97M-V/def2-TZVPD.

Calculated values
- Kohn-Sham gap (alpha / beta) (eV) = 5.507 / 6.076
- LUMO level (alpha / beta) (eV) = 5.797 / 5.791
- energy (eV) = -20040.8411
- HOMO level (alpha / beta) (hartree) = 0.011 / -0.010
- energy above the lowest of the compared OMol25 structures with the same formula, charge and spin (kcal/mol) = 87.74
- spin multiplicity = 1
- net charge = -2
- maximum force (eV/Å) = 3.219

The geometry in XYZ format:
```
11
Properties=species:S:1:pos:R:3:lowdin_charge:R:1
C -0.47 0.19 -0.34 -0.2757
C 0.94 -0.04 0.05 -0.8526
N -1.41 0.76 0.84 -0.4629
N -2.12 -0.09 1.39 0.1609
O -1.29 1.97 1.07 -0.1079
O -3.59 0.86 3.09 -0.8098
S 1.68 -0.88 -1.33 0.0714
H -0.71 0.82 -1.26 0.1167
H -0.93 -0.76 -0.57 0.0508
H 1.51 0.92 0.35 0.0590
H 1.22 -0.61 0.98 0.0502
```

- Which value of energy above the lowest of the compared OMol25 structures with the same formula, charge and spin does entry 2 give?
  87.74 kcal/mol